Formula: C5H7NOS
Source: the Open Molecules 2025 dataset
Level of theory: ωB97M-V with the def2-TZVPD basis set

XYZ file:
```
15
C5H7NOS, DFT ωB97M-V with the def2-TZVPD basis set
C 0.112 -0.425 -1.558
C 1.593 -1.798 -1.084
C 0.368 -0.234 -0.241
C -1.687 1.082 0.638
C -0.274 0.604 0.756
N 0.864 -1.415 -2.025
O 1.418 -1.064 0.088
S 0.241 0.395 2.467
H -0.590 -0.017 -2.313
H 2.421 -2.493 -1.229
H -2.466 0.437 1.141
H -1.673 1.912 1.294
H -2.202 1.303 -0.263
H 0.544 2.286 -0.036
H 1.330 -0.573 2.363
```

Calculated values
* gap between HOMO and LUMO (alpha / beta): 7.472 / 7.780 eV
* E_HOMO (alpha / beta): -6.80 / -9.33 eV
* total charge: 0
* spin multiplicity: 3
* energy above the lowest of the compared OMol25 structures with the same formula, charge and spin: 6.7 kcal/mol

Formula: C2H7BrOSi
Source: the Open Molecules 2025 dataset
Level of theory: ωB97M-V with the def2-TZVPD basis set

XYZ file:
```
12
C2H7BrOSi, DFT ωB97M-V with the def2-TZVPD basis set
C 3.140 0.953 -0.191
C -0.935 0.091 -1.030
O -1.673 -0.933 -0.767
Si -2.819 -1.374 0.436
Br -1.044 1.521 0.207
H 3.701 0.048 0.069
H 2.484 0.774 -0.962
H 2.546 1.162 0.651
H 3.625 1.913 -0.442
H -3.667 -2.262 -0.357
H -3.585 -0.171 0.733
H -1.773 -1.722 1.653
```

Calculated values
* gap between HOMO and LUMO: 8.937 eV
* E_HOMO: -8.71 eV
* total charge: 0
* energy above the lowest of the compared OMol25 structures with the same formula, charge and spin: 65.2 kcal/mol